(1)
The following is a DFT calculation (ωB97M-V/def2-TZVPD) of a molecular structure, C21H18N4O9P2V in a non-equilibrium geometry.

Structure (XYZ):
```
55
Properties=species:S:1:pos:R:3:mulliken_spin:R:1
V -0.01988 0.00445 -0.73356 0.9469
O -0.99018 -0.87195 2.19694 0.0146
C -1.95928 -1.61255 1.91204 0.0326
C -2.29498 -2.75845 2.70554 -0.0031
C -3.37208 -3.56635 2.43584 0.0127
C -4.21898 -3.29005 1.36164 -0.0094
C -3.96448 -2.18385 0.57744 0.0197
C -2.87808 -1.33585 0.80724 -0.0076
C -2.75818 -0.08415 0.14924 0.0664
N -1.61158 0.55735 0.07014 -0.0672
N -1.65598 1.89465 0.04194 0.0238
C -0.42978 2.39675 0.05744 -0.0203
O 0.59282 1.62345 0.10234 0.0021
C -0.31548 3.85575 0.02054 -0.0061
C -1.44658 4.62655 -0.28796 -0.0060
C -1.36098 5.99665 -0.40146 0.0035
C -0.14568 6.64315 -0.20306 -0.0067
C 0.97452 5.89495 0.13424 0.0036
C 0.89522 4.52115 0.24334 -0.0049
H -1.64508 -2.97505 3.54784 -0.0001
H -3.59058 -4.41845 3.07634 0.0024
H -5.07018 -3.92945 1.15454 0.0006
H -4.62008 -1.96515 -0.25826 -0.0008
H -3.66448 0.45485 -0.14806 0.0046
H -2.37158 4.09415 -0.44216 0.0002
H -2.24008 6.57925 -0.65636 0.0001
H -0.07428 7.71925 -0.30936 -0.0007
H 1.91622 6.40425 0.30754 0.0002
H 1.76462 3.93515 0.49864 -0.0008
O 0.66152 -1.74795 -4.31236 0.0011
P 0.70082 -1.73915 -2.70206 0.0030
O 1.42102 -2.93645 -2.22366 -0.0003
O -0.66388 -1.41585 -2.16566 -0.0045
O 1.63682 -0.38935 -2.41056 0.0025
P 0.97482 0.97445 -3.06516 0.0120
O 2.09922 2.03185 -2.55016 0.0007
O 1.04522 0.87965 -4.55576 -0.0003
O -0.32078 1.29485 -2.42066 -0.0018
H 0.62692 -0.80765 -4.58726 -0.0005
H 2.84542 1.94305 -3.13876 -0.0003
N 0.90602 -3.69905 0.62894 -0.0032
C 0.06642 -2.73005 0.16384 0.0003
N 0.58972 -1.53205 0.24924 0.0018
C 1.84152 -1.70205 0.77704 -0.0124
C 2.81862 -0.76625 1.08084 0.0128
C 4.00002 -1.23835 1.63234 0.0000
C 4.20572 -2.59655 1.87414 0.0028
C 3.24552 -3.54435 1.56904 -0.0023
C 2.06092 -3.08215 1.01344 -0.0004
H 0.74162 -4.68835 0.55634 0.0000
H -0.91138 -2.93885 -0.22036 -0.0110
H 2.62192 0.28315 0.89204 -0.0001
H 4.79172 -0.54605 1.88624 -0.0004
H 5.13432 -2.91865 2.32754 0.0003
H 3.41552 -4.59835 1.74064 -0.0002
```

Results
Multiplicity ... 2
<S²> ... 0.7712
LUMO level (spin up / spin down) ... 0.1732 / 0.1732 Ha
Net charge ... -2



(2)
The following is a DFT calculation (ωB97M-V/def2-TZVPD) of a single C4H11NO3S2 molecule in a non-equilibrium geometry.

Structure (XYZ):
```
21
Properties=species:S:1:pos:R:3:nbo_charge:R:1
N -1.80444 -1.21257 -1.29009 -0.8425
C -1.03509 -0.22319 -0.54075 -0.0768
C -0.85298 1.09786 -1.23505 -0.4834
S -0.03413 0.95790 -2.96720 -0.0883
C 0.25695 -1.07960 -0.27374 -0.4428
C 1.32172 -0.40929 0.44106 -0.6604
S 0.80767 0.06803 2.09247 2.3064
O 0.63565 -1.10705 2.97037 -0.8918
O -0.12533 1.14422 2.09648 -0.9446
O 2.19251 0.82488 2.71080 -0.9033
H -2.74131 -0.93495 -1.40681 0.3616
H -1.76865 -2.18548 -0.80952 0.3705
H -1.52782 0.08892 0.47318 0.2022
H -1.90946 1.47785 -1.42503 0.2219
H -0.25676 1.82488 -0.65934 0.2371
H 0.48238 2.15807 -2.98012 0.1148
H 0.63036 -1.53998 -1.24979 0.2583
H -0.09131 -1.81150 0.45224 0.2195
H 1.86614 0.31724 -0.17833 0.2670
H 2.07946 -1.22305 0.74299 0.2620
H 1.87446 1.76678 3.03618 0.5128
```

Results
Energy above the lowest of the compared OMol25 structures with the same formula, charge and spin ... 104.8 kJ/mol
Multiplicity ... 1
SMILES ... N[C@H](CS)CCS(=O)(=O)O
LUMO level ... 0.0180 Ha



(3)
The following is a DFT calculation (ωB97M-V/def2-TZVPD) of 2 unconnected molecules or ions with the total composition C4H14N3O in a non-equilibrium geometry.

Structure (XYZ):
```
22
Properties=species:S:1:pos:R:3:mulliken_spin:R:1
C -1.69342 1.00984 -0.03500 1.0912
C -1.50039 -0.27697 0.53532 -0.0035
C -0.52596 -1.19486 -0.29846 0.0284
N 1.59901 -1.19082 -2.33951 -0.0462
C 1.74562 -0.84463 -1.02379 0.3139
N 0.87949 -0.64593 -0.09391 -0.3389
N -0.45984 1.86410 0.37844 1.5487
H -2.53509 1.76374 0.25767 -0.5238
H -1.56325 0.99280 -1.08240 0.0052
H -2.46751 -0.73260 0.70831 -0.0164
H -1.11658 -0.32279 1.55523 -0.0910
H -0.71353 -1.13110 -1.36503 0.0170
H -0.47744 -2.20736 0.08257 0.0123
H 2.05951 -2.15429 -2.70480 -0.0127
H 0.82155 -0.79917 -2.78375 -0.0419
H 2.73774 -0.53870 -0.90342 0.0706
H -0.73350 2.88144 0.37326 -0.6608
H 0.25764 1.70016 -0.35640 -0.2329
H -0.12215 1.63812 1.36947 -0.0764
H 1.86607 0.15134 3.12241 0.0129
H 0.79261 -0.38940 2.00723 -0.0024
O 1.14941 0.42710 2.59656 -0.0534
```

Results
Energy above the lowest of the compared OMol25 structures with the same formula, charge and spin ... 319.0 kJ/mol
Multiplicity ... 2
<S²> ... 0.7508
LUMO level (spin up / spin down) ... 0.0251 / 0.0193 Ha